No. 1
The following is a DFT calculation (wB97M-V/def2-TZVPD) of a molecular structure, C4H5NS.

**Max |F|**: 12.07 eV/Å
**Relative energy (zero: lowest compared OMol25 entry of this formula, charge and spin)**: 3.500 eV
**HOMO-LUMO gap**: 9.3 eV
**Total energy**: -608.22206 a.u.
**Net charge**: 0

Last column: Mulliken charge in e.
CARTESIAN COORDINATES (ANGSTROEM)
C  -1.6142  0.1838  -0.1643  0.002
C  -0.2853  0.0770  0.4334  0.446
C  0.6510  1.0821  -0.2372  -0.800
C  0.3919  -1.1260  0.0150  -0.680
H  -0.3969  0.2262  1.6161  0.325
H  0.4716  1.3571  -1.1451  0.416
H  1.0742  1.9498  0.3689  0.289
H  -0.2931  -1.6092  -0.7661  0.382
H  0.8126  -1.5715  1.0474  0.273
N  -2.6954  -0.3049  -0.6790  -0.493
S  1.8836  -0.2643  -0.4890  -0.160

No. 2
The following is a DFT calculation (wB97M-V/def2-TZVPD) of 2 unconnected molecules or ions with the total composition C2H6N3O.

**Max |F|**: 1.60 eV/Å
**Relative energy (zero: lowest compared OMol25 entry of this formula, charge and spin)**: 4.168 eV
**HOMO-LUMO gap**: 9.9 eV
**Total energy**: -318.94918 a.u.
**Net charge**: +1

Last column: Mulliken charge in e.
CARTESIAN COORDINATES (ANGSTROEM)
C  0.6326  -0.2027  0.6041  0.447
C  -1.3051  1.0191  -0.2478  -0.340
N  0.6028  -1.0960  -0.1777  0.188
N  1.1602  0.5196  1.5170  -0.320
N  0.2762  -1.5488  -1.3245  -0.358
O  -1.1761  0.6146  -1.3729  -0.484
H  -2.0186  0.5635  0.4584  0.378
H  -0.8179  1.9449  0.0942  0.362
H  2.1504  0.7489  1.4986  0.266
H  0.6203  0.8804  2.2939  0.274
H  0.0536  -2.5373  -1.3639  0.281
H  -0.1784  -0.9063  -1.9793  0.306

> Look up the HOMO-LUMO gap of the first one.

9.3 eV

> What is the formula in the first record?

C4H5NS